Entry 1:
{
  "formula": "C4H11S2",
  "method": "ωB97M-V/def2-TZVPD",
  "elements": ["H", "H", "H", "S", "C", "S", "C", "H", "H", "C", "H", "H", "H", "H", "C", "H", "H"],
  "xyz": [[1.57, 1.64, -0.82], [0.69, -0.06, -0.88], [-3.91, -0.65, -0.91], [2.79, -0.41, -0.28], [-3.54, -0.93, 0.11], [-1.74, 1.15, -0.02], [2.11, -0.29, 1.43], [2.87, -0.60, 2.16], [-1.66, -1.23, -0.75], [1.56, 0.56, -1.11], [-3.72, -1.99, 0.09], [1.81, 0.52, -2.24], [1.19, -0.90, 1.54], [1.72, 0.80, 1.64], [-2.05, -0.64, 0.07], [-1.55, -1.07, 0.97], [-4.15, -0.40, 0.95]],
  "charge": -1,
  "e_above_lowest_ev": 0.943,
  "orbital_gap_ev": 5.6
}

Entry 2:
{
  "formula": "C4H11S2",
  "method": "ωB97M-V/def2-TZVPD",
  "elements": ["H", "H", "S", "H", "H", "S", "H", "C", "C", "H", "C", "H", "C", "H", "H", "H", "H"],
  "xyz": [[2.20, -3.61, 1.39], [1.08, -0.24, 0.26], [-0.99, 1.36, 0.59], [-2.22, 2.16, -3.09], [0.90, 0.46, 1.87], [2.39, -1.22, 2.01], [1.00, -2.71, 0.81], [1.64, 0.15, 1.17], [-1.07, 1.35, -1.26], [-3.09, 0.78, -2.20], [-2.41, 1.70, -2.13], [-2.96, 2.50, -1.63], [1.49, -2.88, 1.77], [-0.79, 0.23, -1.41], [0.92, -3.00, 2.72], [-0.38, 1.97, -1.70], [2.28, 1.02, 0.82]],
  "s2": 0.7530,
  "e_above_lowest_ev": 1.914,
  "spin_multiplicity": 2,
  "orbital_gap_ev": [9.2, 6.5]
}

Entry 3:
{
  "formula": "C4H12",
  "method": "ωB97M-V/def2-TZVPD",
  "elements": ["C", "H", "H", "C", "C", "H", "H", "H", "H", "H", "H", "H", "H", "H", "H", "C"],
  "xyz": [[-0.90, 2.05, 0.92], [-1.16, -2.51, -1.59], [0.44, 2.68, 2.49], [-0.08, -2.50, -1.77], [0.56, -1.50, -0.80], [-0.71, 2.58, -0.01], [0.34, -3.49, -1.66], [-0.05, -1.16, 0.02], [0.76, -0.55, -1.32], [-1.28, 1.09, 0.58], [1.26, 2.22, 1.03], [-0.02, -2.10, -2.78], [-1.66, 2.50, 1.56], [1.55, -1.77, -0.42], [0.68, 1.01, 2.14], [0.43, 1.96, 1.68]],
  "charge": -1,
  "s2": 0.7503,
  "e_above_lowest_ev": 0.416,
  "spin_multiplicity": 2,
  "orbital_gap_ev": [2.8, 12.3]
}

Entry 4:
{
  "formula": "C4H12",
  "method": "ωB97M-V/def2-TZVPD",
  "elements": ["C", "C", "H", "C", "H", "H", "H", "H", "H", "H", "H", "H", "C", "H", "H", "H"],
  "xyz": [[1.53, -1.67, 3.46], [-0.72, -0.44, -2.09], [-0.45, -1.08, -1.25], [-0.26, 1.87, -1.08], [-1.96, 0.62, -0.67], [-0.60, 2.89, -1.20], [-0.05, 1.62, -0.04], [-1.91, 1.35, -2.35], [0.87, -1.42, 4.29], [1.08, -2.19, 2.61], [0.66, 1.71, -1.65], [0.19, -0.15, -2.62], [-1.35, 0.86, -1.54], [1.97, -0.79, 2.97], [2.34, -2.21, 3.96], [-1.34, -0.97, -2.81]],
  "charge": -1,
  "s2": 0.7504,
  "e_above_lowest_ev": 0.169,
  "spin_multiplicity": 2,
  "orbital_gap_ev": [2.6, 12.3]
}

Entry 5:
{
  "formula": "C4H12",
  "method": "ωB97M-V/def2-TZVPD",
  "elements": ["H", "H", "H", "H", "H", "H", "C", "H", "H", "H", "H", "C", "C", "C", "H", "H"],
  "xyz": [[-2.71, 1.39, 1.76], [0.26, 0.25, -1.51], [-2.98, 0.28, 0.42], [0.98, -0.86, -2.46], [1.78, 0.79, -2.34], [-0.72, 0.04, 0.07], [2.05, -0.59, -0.62], [2.31, 0.19, 0.10], [-0.62, -0.68, 1.70], [3.08, -0.64, -0.99], [-2.92, -0.34, 1.96], [-2.41, 0.43, 1.35], [-0.91, 0.20, 1.12], [1.28, -0.02, -1.82], [-0.32, 1.11, 1.27], [1.74, -1.56, -0.24]],
  "charge": -1,
  "s2": 0.7502,
  "e_above_lowest_ev": 0.804,
  "spin_multiplicity": 2,
  "orbital_gap_ev": [2.7, 11.6]
}

Entry 6:
{
  "formula": "C4H12",
  "method": "ωB97M-V/def2-TZVPD",
  "elements": ["H", "H", "C", "H", "H", "H", "C", "H", "H", "H", "H", "C", "C", "H", "H", "H"],
  "xyz": [[-0.99, 2.35, 0.22], [0.21, 1.22, 2.74], [-1.07, 1.74, 1.10], [1.62, -0.60, -1.29], [0.14, -0.49, -0.28], [-1.60, 2.32, 1.81], [0.27, 1.34, 1.65], [0.54, 0.39, 1.31], [0.39, -0.14, -2.14], [0.03, -2.51, -2.55], [-0.73, -2.44, -0.97], [0.57, -0.79, -1.31], [0.21, -2.31, -1.45], [1.07, -2.86, -1.09], [1.02, 2.08, 1.43], [-1.56, 0.79, 0.87]],
  "charge": -1,
  "s2": 0.7503,
  "e_above_lowest_ev": 0.898,
  "spin_multiplicity": 2,
  "orbital_gap_ev": [2.8, 12.0]
}

Entry 7:
{
  "formula": "C4H12",
  "method": "ωB97M-V/def2-TZVPD",
  "elements": ["H", "C", "H", "C", "H", "H", "C", "H", "H", "H", "H", "H", "H", "H", "H", "C"],
  "xyz": [[-2.20, 2.95, -0.62], [-0.61, 1.86, 0.48], [-0.30, 0.80, 0.39], [0.50, -1.73, -0.23], [0.42, -1.29, -1.25], [-0.13, -2.61, -0.18], [1.93, -2.04, 0.16], [2.61, -2.66, -0.43], [1.98, -2.53, 1.13], [2.47, -1.08, 0.18], [-1.63, 1.42, -1.37], [-2.58, 1.30, 0.02], [0.08, -0.85, 0.24], [-0.93, 1.92, 1.54], [0.21, 2.57, 0.37], [-1.82, 1.95, -0.44]],
  "charge": -1,
  "s2": 0.7503,
  "e_above_lowest_ev": 0.627,
  "spin_multiplicity": 2,
  "orbital_gap_ev": [2.7, 11.9]
}

Entry 8:
{
  "formula": "C4H12",
  "method": "ωB97M-V/def2-TZVPD",
  "elements": ["H", "H", "H", "H", "C", "H", "C", "H", "H", "H", "H", "H", "H", "C", "C", "H"],
  "xyz": [[-2.12, 1.41, 0.61], [-0.53, 1.56, 1.29], [2.03, -0.74, -0.12], [2.78, 0.28, -1.61], [-1.57, 1.17, 1.49], [-0.85, -0.67, 0.80], [1.09, -0.72, -2.15], [1.08, -1.83, -2.05], [-2.04, 1.62, 2.36], [1.27, 0.71, -0.51], [-2.39, -0.91, 1.89], [1.53, -0.34, -3.14], [0.04, -0.45, -2.12], [-1.35, -0.37, 1.71], [1.84, -0.02, -1.06], [-0.80, -0.70, 2.60]],
  "charge": -1,
  "s2": 0.7504,
  "e_above_lowest_ev": 1.014,
  "spin_multiplicity": 2,
  "orbital_gap_ev": [2.9, 11.7]
}

Entry 9:
{
  "formula": "C4H12",
  "method": "ωB97M-V/def2-TZVPD",
  "elements": ["H", "H", "C", "H", "H", "H", "H", "C", "H", "H", "H", "H", "H", "C", "H", "C"],
  "xyz": [[-0.46, 0.58, 1.31], [1.40, -0.50, -3.13], [-1.50, 0.73, 1.03], [0.67, -1.27, -1.03], [2.25, -1.65, -0.50], [-1.67, 1.60, 0.41], [1.56, 0.07, -0.38], [1.68, -0.84, -0.94], [2.59, -1.46, -2.70], [2.98, 0.21, -2.49], [-2.76, 1.63, 2.42], [-3.04, -0.18, 2.35], [-1.66, 0.73, 3.20], [2.16, -0.49, -2.36], [-1.69, -0.01, 0.23], [-2.33, 0.63, 2.33]],
  "e_above_lowest_ev": 0.987,
  "orbital_gap_ev": 12.5
}

Entry 10:
{
  "formula": "C4H12",
  "method": "ωB97M-V/def2-TZVPD",
  "elements": ["H", "H", "H", "H", "H", "H", "H", "H", "C", "C", "C", "C", "H", "H", "H", "H"],
  "xyz": [[2.62, -0.07, -1.12], [0.27, 0.99, -2.73], [-2.13, -1.27, 1.10], [-1.15, 0.30, 3.27], [-0.34, 1.01, 2.06], [-0.47, -0.89, 0.67], [-0.09, -0.54, -2.25], [-0.93, -1.78, 2.25], [-1.27, 0.46, 2.22], [1.64, 0.37, -1.23], [0.77, 0.06, -2.46], [-1.18, -0.94, 1.50], [1.86, 1.43, -1.20], [-1.93, 1.12, 1.73], [1.22, -0.17, -3.43], [1.10, -0.07, -0.36]],
  "e_above_lowest_ev": 1.020,
  "orbital_gap_ev": 12.6
}

no.,DFT total energy (eV)
1,-25996.8947
2,-25993.5778
3,-4340.6201
4,-4340.8671
5,-4340.2323
6,-4340.1388
7,-4340.4092
8,-4340.0223
9,-4341.5414
10,-4341.5079